No. 1
{"formula": "C47H47BrCdN3OP2S3", "method": "the ωB97M-V functional and the def2-TZVPD basis", "species": ["Cd", "N", "C", "C", "C", "N", "H", "H", "H", "H", "H", "H", "H", "H", "H", "H", "C", "C", "P", "C", "C", "C", "C", "C", "C", "C", "C", "C", "C", "C", "C", "P", "C", "C", "C", "C", "C", "C", "C", "C", "C", "C", "C", "C", "H", "H", "H", "H", "H", "H", "H", "H", "H", "H", "H", "H", "H", "H", "H", "H", "H", "H", "H", "H", "H", "H", "H", "H", "Br", "C", "C", "C", "C", "C", "N", "H", "H", "H", "H", "O", "C", "C", "C", "C", "C", "S", "C", "C", "C", "C", "S", "C", "C", "C", "C", "S", "H", "H", "H", "H", "H", "H", "H", "H", "H"], "positions_angstrom": [[-0.56910, -0.79299, -1.26510], [-1.11174, 2.77004, 1.53222], [-2.18511, 3.52096, 2.24426], [-2.94200, 4.52958, 1.39256], [-3.88358, 3.94255, 0.32582], [-3.03373, 3.11484, -0.55964], [-0.41388, 3.43870, 1.18493], [-2.26977, 2.59973, 0.03962], [-1.83239, 4.05074, 3.17211], [-2.88811, 2.80003, 2.65826], [-2.29996, 5.31655, 0.95036], [-3.63076, 5.07806, 2.07658], [-4.42527, 4.72487, -0.25890], [-4.70272, 3.28090, 0.71602], [-2.52069, 3.70091, -1.23441], [-3.53708, 2.37939, -1.10357], [0.97118, 1.00007, 0.99292], [1.84997, -0.31200, 1.11407], [1.66290, -1.50371, 2.59189], [1.11362, -2.94240, 1.63787], [-0.16906, -3.41864, 1.96015], [-0.64041, -4.62663, 1.48550], [0.14867, -5.38175, 0.63917], [1.41529, -4.92725, 0.30582], [1.90741, -3.72864, 0.75059], [3.31366, -2.05917, 3.02478], [4.36648, -2.22051, 2.10248], [5.61541, -2.69427, 2.51952], [5.76258, -3.16427, 3.82952], [4.71964, -3.09115, 4.72241], [3.51323, -2.49417, 4.35832], [-0.35505, 1.39120, 2.23890], [-1.66344, 0.25962, 2.56448], [-2.37606, -0.11586, 1.43697], [-3.62110, -0.79212, 1.50077], [-4.25464, -0.90788, 2.74774], [-3.61602, -0.42430, 3.91321], [-2.35861, 0.16124, 3.81086], [0.43373, 1.86779, 3.76250], [0.89433, 3.17655, 4.00960], [1.72541, 3.42020, 5.13373], [1.99770, 2.42954, 6.04747], [1.46827, 1.12758, 5.83151], [0.65789, 0.87125, 4.73316], [0.52859, 1.17012, -0.01880], [1.70382, 1.83199, 1.12478], [2.89116, -0.00907, 1.26577], [1.82767, -0.87395, 0.16517], [-0.80312, -2.85258, 2.63835], [-1.63908, -4.92885, 1.82681], [-0.23966, -6.32051, 0.19400], [2.03843, -5.55966, -0.33505], [2.87319, -3.36715, 0.40775], [4.20845, -1.97508, 1.06101], [6.48084, -2.74684, 1.82153], [6.70355, -3.66364, 4.07787], [4.82127, -3.43123, 5.78451], [2.73467, -2.39474, 5.10484], [-1.98303, 0.08809, 0.44804], [-4.11345, -1.19376, 0.60138], [-5.28755, -1.30633, 2.81728], [-4.11402, -0.47652, 4.87454], [-1.92425, 0.63973, 4.73252], [0.61628, 3.99981, 3.35106], [2.15019, 4.42896, 5.31489], [2.56460, 2.63328, 6.96806], [1.72198, 0.34662, 6.55116], [0.24238, -0.12137, 4.57118], [-2.33740, -3.28854, -1.47725], [-0.62647, -3.45211, -2.50165], [-0.31453, -4.48442, -3.36695], [0.91214, -4.47465, -4.03643], [1.80708, -3.46281, -3.77981], [1.49027, -2.46645, -2.89567], [0.27915, -2.46031, -2.26553], [-1.02270, -5.31860, -3.51179], [1.13897, -5.22129, -4.80415], [2.83701, -3.44652, -4.20759], [2.22826, -1.68487, -2.61573], [-0.41461, 1.07790, -2.41861], [-0.35959, 1.26730, -3.81235], [-1.32497, 0.31669, -4.51314], [-2.68490, 0.20252, -4.30373], [-3.27577, -0.89163, -4.97348], [-2.35867, -1.47973, -5.79003], [-0.79505, -0.72287, -5.73220], [1.09272, 1.29248, -4.41874], [2.27669, 1.42789, -3.74076], [3.42424, 1.32851, -4.54990], [3.12454, 1.16966, -5.85986], [1.43350, 1.24034, -6.13575], [-0.96956, 2.66782, -4.07800], [-1.99250, 3.00316, -4.94568], [-2.16342, 4.44845, -5.01638], [-1.31600, 5.11124, -4.18172], [-0.22827, 4.07585, -3.27532], [-3.21357, 0.95673, -3.73386], [-4.24678, -1.29751, -4.87374], [-2.48037, -2.31667, -6.44668], [2.35805, 1.59844, -2.69285], [4.43157, 1.46358, -4.16275], [3.78249, 1.13454, -6.70645], [-2.55868, 2.31300, -5.56452], [-2.89823, 4.94555, -5.62181], [-1.27464, 6.15486, -3.97478]], "forces_ev_per_angstrom": [[-0.5352, 1.6421, 0.4931], [0.4369, 1.2782, -0.7319], [0.3412, -0.1151, 1.3298], [-1.3113, 0.8175, 0.1937], [-0.7781, -0.0308, 0.3082], [0.9644, -1.6089, -0.6730], [-0.1418, -0.1657, -0.0922], [-0.9334, 0.7378, -0.7309], [0.1245, -0.3599, -0.9206], [-0.0996, -0.3313, -0.2033], [-0.1042, -0.5033, 0.0907], [0.6112, -0.2499, -0.2680], [0.7271, -0.5210, 0.3033], [1.0254, 0.5043, 0.0707], [0.0235, -0.3193, 0.0284], [0.4083, 0.7393, 0.4485], [0.4161, 0.5137, -0.0701], [0.3484, 0.3050, 0.3775], [-1.2703, 0.6078, -0.7473], [-0.4575, -1.3714, -0.2887], [0.6292, 0.4111, 0.2545], [-0.6731, -0.1051, 0.0349], [-0.6762, -0.7392, -0.2324], [0.3922, -0.8037, -0.9453], [-0.6751, 1.2583, 0.8725], [1.2063, -0.5201, 0.2832], [0.4224, 0.1804, 0.7205], [-0.0531, -0.1558, -0.3149], [0.7402, -0.3479, -0.7826], [-0.4978, 0.1274, 1.4785], [0.2637, 0.1905, -0.9521], [-1.0954, -1.3064, 1.1218], [1.3869, 1.6190, 0.6671], [-2.2542, -1.4934, -1.9506], [0.6243, 0.6333, 0.6314], [-0.9318, -0.6349, -0.3782], [1.1980, 0.5885, -0.5737], [-0.3675, 0.2318, 1.9693], [0.0198, 0.5638, 0.8062], [0.6551, -0.5220, 0.4153], [-0.4159, 1.1082, -0.5092], [-0.3061, -1.2800, 0.1691], [0.1429, 0.8285, 0.3066], [0.5702, -0.0954, 0.0488], [0.3634, -0.3550, 0.5669], [-0.6597, -0.2167, 0.0199], [-0.0736, 0.3419, -0.3344], [-0.1510, 0.1594, 0.3737], [0.1669, 0.0688, -0.0334], [0.4492, -0.1203, -0.4255], [0.3985, 0.6127, 0.5108], [-0.1901, 0.2867, 0.1069], [-0.1027, -0.2733, 0.2184], [0.1355, 0.2570, 0.0009], [-0.8802, -0.0190, 0.5297], [-0.3089, 0.3594, 0.1950], [0.0622, 0.1891, -1.1898], [-0.1173, 0.0620, -0.1384], [0.0859, -0.0097, -0.0539], [0.3355, 0.4369, 0.3654], [0.8942, 0.1431, -0.0754], [0.0787, 0.0573, -0.0708], [-0.4371, -0.7039, -1.0409], [0.2907, -0.1894, 0.0248], [-0.5204, -0.6940, -0.2632], [-0.1252, -0.0887, -0.6745], [-0.3161, 0.1482, -0.2477], [0.2466, 0.2548, 0.0717], [1.4106, -0.5319, -1.1900], [1.2544, 1.3500, 0.6117], [-0.9174, -0.9354, -0.1256], [-0.6206, -0.1060, -0.2204], [1.9021, 0.0984, -0.4765], [-1.0922, 0.1666, 1.2229], [0.2202, -2.0498, -1.5215], [0.4004, 0.6497, 0.0150], [-0.1144, 0.0925, 0.5324], [-1.1105, -0.0963, 0.1222], [-0.8521, -0.4149, -0.2612], [0.6728, 0.0263, -0.6449], [-0.7649, 1.3782, 0.3563], [0.0552, 0.3197, 0.1276], [0.5676, 0.2725, 0.7829], [1.4141, -0.0016, -0.5883], [0.7078, -0.0351, -0.3491], [-1.0646, -1.5748, 0.0222], [-0.4540, -0.1253, 0.1404], [-0.7264, -0.3991, -0.0398], [0.6184, 0.2855, -0.0281], [-0.3125, 0.4940, -0.3530], [0.1186, -0.2695, 0.6632], [0.0101, 0.0571, -0.3018], [1.1544, 1.3094, 0.5396], [0.5575, -0.6752, 0.8674], [0.0676, -0.5323, 0.2436], [-1.5641, -0.7087, -1.3240], [-0.0211, -0.3803, 0.3274], [-0.9550, 0.0865, 0.1360], [-0.1880, -0.2359, -0.1675], [-0.2711, -0.0771, 0.6944], [-0.1728, -0.2315, -0.1433], [0.1935, -0.0386, -0.1073], [0.3049, 0.1418, 0.2151], [-0.1364, 0.0892, -0.1608], [-0.0177, 0.5889, -0.1117]], "lumo_energy_ha": [-0.084, -0.083], "charge": 1, "gap_ev": [4.05, 5.58], "max_force_ev_per_a": 3.33, "homo_ev": [-6.3, -7.8]}

***

No. 2
{"formula": "C47H49FN9O16", "method": "the ωB97M-V functional and the def2-TZVPD basis", "species": ["C", "C", "O", "C", "C", "N", "C", "O", "C", "C", "O", "O", "N", "C", "C", "O", "C", "C", "C", "C", "C", "F", "N", "C", "C", "C", "N", "O", "H", "H", "H", "H", "H", "H", "H", "H", "H", "H", "H", "H", "H", "H", "H", "H", "H", "H", "H", "H", "H", "H", "H", "H", "C", "C", "C", "C", "C", "C", "N", "O", "O", "H", "H", "H", "H", "H", "C", "C", "C", "C", "C", "C", "N", "O", "O", "H", "H", "H", "H", "H", "C", "C", "C", "C", "C", "C", "N", "O", "O", "H", "H", "H", "H", "H", "C", "C", "C", "C", "C", "C", "N", "O", "O", "H", "H", "H", "H", "H", "C", "C", "C", "C", "C", "C", "N", "O", "O", "H", "H", "H", "H", "H"], "positions_angstrom": [[1.42620, 6.98382, -0.17348], [1.49408, 5.71299, 0.67982], [0.51347, 4.70674, 0.25348], [0.99917, 3.45423, 0.23469], [1.33006, 2.86065, -0.97614], [1.14560, 3.48933, -2.23936], [1.80725, 4.49091, -2.49807], [2.38754, 5.40758, -2.83135], [1.84997, 1.57294, -0.98226], [2.22567, 0.96301, -2.31050], [1.54424, 0.14851, -2.84062], [3.41194, 1.43641, -2.83517], [4.53512, 0.63213, -2.46847], [2.03257, 0.87450, 0.21301], [2.58520, -0.53630, 0.21122], [1.65129, -1.57988, 0.40746], [0.28401, -1.25358, 0.19174], [1.66337, 1.49966, 1.40230], [1.84082, 0.74961, 2.68545], [3.22454, 0.99579, 3.37415], [4.25225, 1.75157, 2.55432], [2.97143, 1.70377, 4.54659], [1.14773, 2.75311, 1.39151], [0.74487, 3.36742, 2.68827], [-0.69177, 2.92844, 3.09968], [-1.67641, 3.66762, 2.21675], [-2.30565, 2.92159, 1.19207], [-1.92417, 4.84228, 2.36973], [2.37377, 7.11081, -0.68717], [1.34634, 7.83729, 0.49753], [0.57614, 7.01069, -0.84790], [1.32101, 5.99934, 1.71411], [2.50474, 5.29813, 0.65588], [4.67852, 0.69343, -1.46480], [4.30706, -0.32141, -2.73744], [3.17627, -0.75184, -0.67585], [3.29242, -0.59132, 1.04421], [-0.14171, -0.64166, 0.98702], [0.09328, -0.83185, -0.79723], [-0.25552, -2.19920, 0.22466], [1.09502, 1.01203, 3.42636], [1.73639, -0.31816, 2.52309], [3.60635, 0.02099, 3.67747], [5.15219, 1.84255, 3.15784], [4.47971, 1.20444, 1.64310], [3.87026, 2.75063, 2.34106], [0.66819, 4.44046, 2.58781], [1.47888, 3.14655, 3.45443], [-0.86994, 1.85499, 2.91142], [-0.80005, 3.17249, 4.15100], [-1.69649, 2.80576, 0.38997], [-3.14738, 3.40845, 0.90623], [-2.55398, -4.11672, 5.28475], [-1.91115, -3.89069, 4.07365], [-1.59363, -2.60096, 3.69037], [-1.92226, -1.55082, 4.53155], [-2.56898, -1.75704, 5.73945], [-2.88569, -3.05119, 6.11372], [-1.56723, -0.18910, 4.13873], [-1.01317, -0.04106, 3.04841], [-1.83084, 0.71454, 4.89839], [-2.79686, -5.12776, 5.58449], [-1.65535, -4.71921, 3.42882], [-1.09426, -2.42757, 2.74873], [-2.82423, -0.92899, 6.38415], [-3.38864, -3.23073, 7.05346], [-6.31070, 3.74244, 1.73153], [-7.55064, 3.29075, 1.29737], [-8.01261, 2.04430, 1.69075], [-7.22346, 1.26820, 2.51986], [-5.98591, 1.69940, 2.95595], [-5.52930, 2.94429, 2.55681], [-7.71612, -0.04726, 2.96012], [-8.79625, -0.41046, 2.54724], [-7.00839, -0.68865, 3.71264], [-5.95411, 4.71858, 1.42734], [-8.15920, 3.91117, 0.65425], [-8.97619, 1.69162, 1.35385], [-5.37968, 1.08010, 3.60048], [-4.56328, 3.29457, 2.89506], [-0.38604, -9.97265, 5.15763], [0.79016, -9.24256, 5.27102], [0.98837, -8.11946, 4.48526], [-0.00230, -7.74138, 3.59627], [-1.17719, -8.46096, 3.46555], [-1.36619, -9.58446, 4.25344], [0.19282, -6.53839, 2.77783], [1.23781, -5.93205, 2.89588], [-0.71024, -6.20960, 2.02826], [-0.53953, -10.84679, 5.77643], [1.55225, -9.54797, 5.97440], [1.90259, -7.55132, 4.57221], [-1.93955, -8.15693, 2.76344], [-2.27936, -10.15631, 4.16461], [2.62214, -2.09857, -5.33320], [3.22330, -3.14995, -6.01164], [2.54150, -3.79682, -7.03005], [1.26608, -3.37500, -7.35535], [0.65119, -2.33405, -6.68553], [1.33727, -1.69349, -5.66592], [0.54709, -4.04518, -8.45233], [1.10617, -4.96795, -9.00722], [-0.55832, -3.63072, -8.73283], [3.15803, -1.59038, -4.54148], [4.22429, -3.46477, -5.75013], [3.00593, -4.61522, -7.55990], [-0.34775, -2.01938, -6.94965], [0.87194, -0.87580, -5.13322], [3.03917, 3.03276, -5.70532], [3.14767, 4.05332, -6.64151], [2.26435, 4.11328, -7.70815], [1.28067, 3.14813, -7.81842], [1.16286, 2.12147, -6.90090], [2.05026, 2.06587, -5.83780], [0.32516, 3.22146, -8.93695], [0.46589, 4.12325, -9.73588], [-0.54565, 2.37725, -8.98561], [3.72757, 2.99010, -4.87100], [3.91913, 4.80423, -6.53923], [2.34645, 4.90562, -8.43744], [0.39168, 1.37210, -7.00508], [1.96868, 1.26916, -5.11203]], "forces_ev_per_angstrom": [[0.3126, -0.0776, 0.5555], [0.1850, 0.8958, 0.0591], [0.6588, -0.4570, 0.2688], [-0.2440, 0.4149, -0.2390], [0.0072, -0.2235, -0.6857], [0.2603, -0.0041, 1.0557], [-0.9555, -1.1618, 0.0193], [0.8696, 1.3851, -0.5143], [0.1019, -0.0511, 0.4717], [0.0469, -0.1149, 0.2413], [0.0639, -0.0590, -0.1248], [-0.2737, 0.1996, 0.2429], [0.1542, -0.0630, -0.3450], [-0.2676, 0.2761, -0.6706], [0.1699, -0.1731, 0.7361], [-0.0881, 0.5032, 0.1156], [-0.4403, -0.6530, -0.1755], [-0.1365, -0.7543, -0.1030], [0.6185, 0.3263, 0.5722], [-0.3714, -0.2794, -0.3606], [-0.2829, -0.1394, 0.6763], [0.1089, 0.1936, 0.0305], [0.3450, 0.1059, 0.1364], [-1.2006, 0.1754, 0.3928], [0.7185, -0.6981, -1.3479], [-0.3293, 0.9291, -0.1684], [0.0426, -0.0490, 0.4202], [-0.0864, -0.2513, 0.4425], [-0.1666, 0.0092, -0.4602], [-0.1738, 0.0440, -0.0333], [0.0374, -0.1471, -0.1194], [-0.3655, -0.2795, 0.0698], [-0.1210, -0.3064, -0.1934], [-0.1408, 0.0576, 0.0450], [0.0681, -0.0463, 0.0424], [-0.1650, 0.1726, -0.3143], [0.0716, -0.1571, -0.0593], [0.1374, 0.2480, -0.0517], [0.1391, 0.1843, 0.0182], [0.1202, -0.0824, -0.0005], [-0.1237, 0.0030, -0.0672], [-0.1586, -0.0019, -0.2772], [0.1029, 0.0431, 0.0897], [0.1173, 0.0740, -0.1261], [0.0817, 0.1090, -0.1151], [0.1308, 0.0478, -0.2029], [0.3775, 0.0664, -0.2221], [0.1209, -0.1948, -0.1376], [0.4162, 0.7605, 0.4839], [-0.3224, 0.0903, 0.0165], [-0.0419, -0.4047, 0.0080], [0.1278, 0.1625, -0.2475], [0.0082, 0.0866, 0.0095], [-0.0696, -0.0835, 0.1698], [0.1205, -0.0368, -0.2076], [-0.0532, -0.2564, 0.0507], [-0.0834, 0.1116, 0.2003], [0.0525, -0.1124, -0.0992], [-0.0903, -0.4863, -0.1582], [-0.2479, -0.3239, 0.3876], [0.0654, 0.1589, -0.0758], [-0.0132, 0.0029, -0.0068], [-0.0464, 0.0638, -0.0478], [0.0050, 0.0911, 0.0329], [0.0483, 0.0723, -0.0831], [-0.0103, 0.0302, 0.0002], [-0.0016, -0.0136, -0.0182], [0.1337, -0.0081, 0.0490], [-0.1902, 0.0747, -0.1315], [0.0462, 0.2117, -0.0613], [0.2697, -0.0246, 0.1350], [-0.0762, 0.0775, -0.0994], [-0.0283, -0.1164, 0.0243], [0.0139, 0.0219, -0.0076], [0.0202, 0.0176, -0.0219], [-0.0146, 0.0059, 0.0171], [-0.0198, -0.0182, 0.0009], [0.0168, -0.1142, 0.0850], [-0.1135, -0.0900, 0.0115], [-0.0260, 0.0113, 0.0689], [0.0031, 0.0107, -0.0064], [-0.1261, -0.0466, -0.0313], [0.2157, 0.0328, 0.1179], [-0.0431, -0.1912, 0.1314], [-0.2336, -0.0284, -0.0872], [0.1076, -0.0055, 0.0879], [0.0774, -0.0378, -0.0873], [-0.0359, 0.0383, 0.0185], [0.0250, 0.0066, 0.0134], [0.0052, -0.0043, -0.0100], [0.0167, 0.0137, -0.0120], [-0.0500, 0.0848, -0.0940], [0.0839, 0.0956, -0.0385], [-0.0053, 0.0120, -0.0234], [-0.0080, -0.0289, -0.0318], [-0.0703, 0.1030, 0.0668], [0.2053, -0.1288, -0.0170], [0.1308, 0.1150, 0.1655], [-0.1738, 0.1813, 0.0598], [0.0944, -0.0402, -0.0200], [-0.0893, -0.0814, -0.1074], [0.0222, 0.0161, 0.0328], [0.0186, 0.0119, 0.0426], [-0.0116, 0.0113, 0.0011], [-0.0013, -0.0242, -0.0245], [-0.1186, -0.0031, -0.0888], [0.0012, -0.1012, -0.1178], [-0.0352, -0.0317, 0.0114], [-0.0129, 0.0390, 0.0077], [-0.0686, -0.1043, 0.0778], [0.1333, 0.2088, -0.0481], [0.1479, -0.0012, 0.1790], [-0.0985, -0.2128, 0.1331], [0.0775, 0.1588, -0.0147], [-0.0851, -0.0023, -0.1247], [0.0213, -0.0028, 0.0315], [0.0245, -0.0039, 0.0329], [0.0263, -0.0402, -0.0197], [0.0012, 0.0046, -0.0312], [-0.1179, -0.0584, -0.0695], [-0.0414, 0.0664, -0.1329], [0.0140, -0.0321, -0.0445]], "lumo_energy_ha": -0.156, "charge": 1, "gap_ev": 7.38, "max_force_ev_per_a": 1.71, "homo_ev": -11.6}